The following is a quantum chemistry calculation of the molecule C5H11N in a non-equilibrium geometry, from the OMol25 dataset.

Net charge: 0
Largest force on an atom (eV/A): 2.2
Frontier orbital gap (eV): 9.34

```
17
C5H11N, DFT wB97M-V/def2-TZVPD
C -1.628 0.319 -0.011
C -0.552 0.351 0.780
N -0.580 1.009 2.048
C 0.863 0.073 0.319
C 0.968 -1.085 -0.683
C 0.778 -0.737 -2.190
H -1.574 0.121 -1.069
H -2.546 0.689 0.439
H 0.207 1.623 2.165
H -1.515 1.371 2.146
H 1.401 -0.183 1.237
H 1.304 1.039 0.048
H 0.150 -1.704 -0.313
H 1.900 -1.639 -0.577
H 1.627 -1.146 -2.715
H 0.745 0.347 -2.301
H -0.145 -1.196 -2.522
```



The following is a quantum chemistry calculation of the molecule C5H11N in a non-equilibrium geometry, from the OMol25 dataset.

Net charge: 0
Largest force on an atom (eV/A): 5.4
Frontier orbital gap (eV): 8.95

```
17
C5H11N, DFT wB97M-V/def2-TZVPD
C 0.137 0.315 1.883
C -0.271 0.299 0.451
C -1.888 0.559 0.162
C 0.604 -0.226 -0.395
C 0.139 -0.978 -1.757
N 2.093 -0.129 -0.299
H 1.233 0.040 1.929
H -0.313 1.069 2.483
H -0.182 -0.637 2.315
H -2.508 -0.397 -0.155
H -2.399 1.016 0.937
H -1.888 1.262 -0.647
H 1.082 -0.838 -2.330
H -0.451 -0.221 -2.303
H -0.137 -1.990 -1.573
H 2.320 0.490 0.418
H 2.431 0.366 -1.118
```



The following is a quantum chemistry calculation of the molecule C5H11N in a non-equilibrium geometry, from the OMol25 dataset.

Net charge: 0
Largest force on an atom (eV/A): 2.5
Frontier orbital gap (eV): 9.99

```
17
C5H11N, DFT wB97M-V/def2-TZVPD
C -0.046 1.128 -1.531
C -0.084 -0.121 -1.062
C 1.082 -1.053 -1.234
C -1.012 -0.373 0.135
C -0.245 -0.443 1.422
N 0.017 0.892 1.947
H 0.764 1.520 -2.151
H -0.922 1.766 -1.523
H 1.449 -1.164 -2.251
H 1.913 -0.662 -0.646
H 0.879 -2.034 -0.811
H -1.739 0.439 0.061
H -1.676 -1.227 -0.034
H 0.654 -1.063 1.341
H -0.815 -0.966 2.200
H 0.464 1.445 1.221
H 0.488 1.011 2.828
```



The following is a quantum chemistry calculation of the molecule C5H11N, from the OMol25 dataset.

Net charge: 0
Largest force on an atom (eV/A): 0.2
Frontier orbital gap (eV): 9.79

```
17
C5H11N, DFT wB97M-V/def2-TZVPD
C -1.116 1.666 -0.414
N -0.993 0.232 -0.360
C -1.054 -0.578 0.832
C 0.207 -0.475 0.032
C 0.616 -1.494 -1.009
C 1.380 0.199 0.724
H -0.555 2.231 0.346
H -0.766 1.980 -1.404
H -2.175 1.934 -0.340
H -1.703 -1.453 0.782
H -1.032 -0.096 1.815
H 1.209 -2.319 -0.603
H 1.220 -0.982 -1.769
H -0.275 -1.888 -1.507
H 1.951 -0.564 1.269
H 2.063 0.667 0.005
H 1.072 0.954 1.453
```



The following is a quantum chemistry calculation of the molecule C5H11N, from the OMol25 dataset.

Net charge: 0
Largest force on an atom (eV/A): 0.3
Frontier orbital gap (eV): 10.01

```
17
C5H11N, DFT wB97M-V/def2-TZVPD
C -0.711 -0.528 1.914
C 0.460 -1.069 1.093
N 0.635 -0.550 -0.270
C 1.288 0.734 -0.426
C -0.147 0.571 -0.761
C -0.645 0.508 -2.183
H -0.702 -0.997 2.903
H -0.669 0.554 2.070
H -1.673 -0.760 1.446
H 1.398 -0.897 1.637
H 0.345 -2.158 1.015
H 1.531 1.301 0.475
H 2.040 0.784 -1.213
H -0.839 1.036 -0.057
H -0.895 1.511 -2.549
H -1.540 -0.120 -2.259
H 0.125 0.083 -2.836
```



The following is a quantum chemistry calculation of a 3-piece molecular cluster, C5H11N overall, from the OMol25 dataset.

Net charge: 0
Largest force on an atom (eV/A): 0.5
Frontier orbital gap (eV): 11.12

```
17
C5H11N, DFT wB97M-V/def2-TZVPD
C -0.882 -2.057 -1.005
C -0.985 -0.812 -0.157
C -2.174 0.010 -0.097
N -1.299 0.509 -0.845
H -1.140 -2.950 -0.423
H 0.139 -2.185 -1.382
H -1.559 -1.997 -1.863
H -0.260 -0.737 0.656
H -3.180 0.233 0.240
H 0.061 1.126 2.172
H -0.527 1.053 2.625
C 2.341 0.754 0.039
C 1.593 1.852 -0.010
H 2.049 -0.153 -0.488
H 3.275 0.715 0.594
H 1.887 2.762 0.510
H 0.659 1.877 -0.567
```



Energy above the lowest of the compared OMol25 structures with the same formula, charge and spin, respectively: 23.3, 54.2, 26.9, 28.7, 29.6, 90.7 kcal per mole.
Total energy, respectively: -251.825378, -251.776221, -251.819627, -251.816751, -251.815427, -251.717971 a.u..
Highest occupied orbital energy, respectively: -8.26, -7.96, -8.89, -8.73, -8.84, -9.92 eV.